A molecular structure, C46H62BaN4O3P2S, computed with wB97M-V/def2-TZVPD.

Results
**LUMO level**: 0.25 eV
**HOMO-LUMO gap**: 6.74 eV
**Largest force on an atom**: 1.4 eV/Å
**Multiplicity**: 1
**Energy above the lowest of the compared OMol25 structures with the same formula, charge and spin**: 107.7 kJ/mol
**Charge**: 0

Atoms and positions in Å:
Ba1 1.46705 1.05951 -0.73412
C1 2.03399 5.44162 0.85333
C2 0.64745 4.96790 1.31072
C3 0.10014 5.89367 2.39854
P1 0.72934 3.13317 1.54531
C4 -0.86420 2.58757 2.31351
C5 -1.10280 2.86324 3.79692
C6 -2.02125 3.07302 1.43035
C7 2.03060 2.77833 2.78628
C8 2.14565 3.49705 3.98404
C9 3.07222 3.21076 4.97162
C10 3.18297 4.03543 6.23219
C11 3.90284 2.11855 4.72759
C12 3.82054 1.38075 3.55908
C13 2.90152 1.69259 2.53361
N1 2.84413 0.96516 1.33539
C14 3.45459 -0.32321 1.38175
C15 4.72212 -0.53618 0.83075
C16 5.32342 -1.78582 0.86957
C17 4.68480 -2.87259 1.45999
C18 5.33531 -4.23735 1.48424
C19 3.40978 -2.67012 1.98188
C20 2.76584 -1.42730 1.94617
P2 1.01776 -1.10216 2.46422
C21 0.69687 -2.10552 3.98563
C22 1.70615 -1.65671 5.04864
C23 0.57446 -3.62894 3.94506
C24 0.09625 -1.89318 1.04316
C25 -1.40712 -1.77846 1.31290
C26 0.48050 -3.26668 0.49172
H1 1.98283 6.47673 0.50367
H2 2.43132 4.83877 0.03336
H3 2.75306 5.39128 1.67441
H4 -0.02432 5.04597 0.45246
H5 0.75346 5.95427 3.26957
H6 -0.89373 5.60221 2.73552
H7 0.02219 6.90821 1.99230
H8 -0.78704 1.50048 2.20970
H9 -1.17733 3.93062 4.01621
H10 -0.30694 2.44622 4.41538
H11 -2.04552 2.39741 4.10630
H12 -2.17599 4.15085 1.52687
H13 -2.95307 2.58042 1.72160
H14 -1.85005 2.86762 0.37040
H15 1.44953 4.30757 4.16732
H16 2.23213 4.51176 6.47859
H17 3.92761 4.82913 6.13661
H18 3.47585 3.42084 7.08507
H19 4.63825 1.83328 5.47535
H20 4.49431 0.54172 3.42251
H21 5.23943 0.31198 0.39791
H22 6.31254 -1.91773 0.44183
H23 6.40417 -4.16420 1.68948
H24 5.22327 -4.74774 0.52481
H25 4.88924 -4.87484 2.24855
H26 2.89321 -3.52266 2.40540
H27 -0.27988 -1.71307 4.28608
H28 2.71127 -2.01320 4.80271
H29 1.43612 -2.06206 6.02682
H30 1.75910 -0.56900 5.12932
H31 1.52856 -4.12062 3.75155
H32 -0.14101 -3.97262 3.20084
H33 0.22625 -3.98662 4.91973
H34 0.31665 -1.19825 0.22508
H35 -1.72904 -2.53706 2.03387
H36 -1.97016 -1.93053 0.38947
H37 -1.68072 -0.79972 1.71814
H38 0.19456 -4.07459 1.16523
H39 1.54878 -3.35056 0.29547
H40 -0.03943 -3.43081 -0.46032
O1 2.51023 1.71414 -2.98078
C27 1.67849 1.31353 -3.64562
C28 -1.02200 6.19146 -4.22454
N2 -1.20028 4.76291 -4.38482
C29 -2.14772 4.23961 -5.36119
C30 -1.97138 2.72603 -5.21258
N3 -1.32902 2.64528 -3.90697
C31 -0.77765 3.81680 -3.52144
S1 0.22696 4.04324 -2.16773
H41 -0.61494 6.62514 -5.13832
H42 -0.33344 6.37441 -3.40492
H43 -1.97796 6.67263 -4.00243
H44 -1.90674 4.59244 -6.36233
H45 -3.16251 4.56477 -5.11819
H46 -1.33327 2.31048 -5.99250
H47 -2.92079 2.19868 -5.22151
H48 -0.92682 1.78369 -3.57185
C32 -6.66972 -4.82878 -1.90624
C33 -5.76353 -3.95904 -2.75058
C34 -6.24102 -3.38961 -3.92415
C35 -5.41731 -2.60397 -4.72302
C36 -4.11285 -2.37381 -4.32567
C37 -3.62420 -2.92418 -3.14428
N4 -2.27459 -2.62736 -2.76361
C38 -1.20014 -3.08767 -3.50768
C39 -1.35761 -4.20561 -4.34693
C40 -0.29501 -4.71035 -5.07286
C41 0.96730 -4.12782 -5.00142
C42 1.12267 -3.02628 -4.18486
C43 0.06965 -2.49048 -3.43843
C44 0.35399 -1.25889 -2.64715
O2 1.54461 -0.78062 -2.65506
O3 -0.56210 -0.69411 -1.98990
C45 -4.43079 -3.74153 -2.35556
C46 -3.90348 -4.42214 -1.11628
H49 -7.68436 -4.82458 -2.30266
H50 -6.70900 -4.48616 -0.86890
H51 -6.32617 -5.86621 -1.87887
H52 -7.26959 -3.56901 -4.21905
H53 -5.79569 -2.17041 -5.64106
H54 -3.44879 -1.76028 -4.92387
H55 -2.08275 -1.80120 -2.21283
H56 -2.33008 -4.67665 -4.40923
H57 -0.45398 -5.57734 -5.70437
H58 1.79993 -4.52201 -5.56942
H59 2.08290 -2.53631 -4.10220
H60 -2.82289 -4.31895 -1.03915
H61 -4.15079 -5.48548 -1.12512
H62 -4.34613 -4.00394 -0.20707

Löwdin atomic charge list, values in e, 2 entries: atom 1 (Ba): 1.78, atom 2 (C): -0.13

10 unconnected molecules or ions with the total composition C41H108N6O16, computed with wB97M-V/def2-TZVPD.

Results
**LUMO level**: 0.48 eV
**HOMO-LUMO gap**: 8.80 eV
**Largest force on an atom**: 3.1 eV/Å
**Multiplicity**: 1
**SMILES**: COCCNCCOC.COCCNCCOC.COCCNCCOC.COCCNCCOC.COCCNCCOC.COCCNCCOC.CCO.CO.CO.CO
**Charge**: 0

Atoms and positions in Å:
C1 7.28694 3.52166 -2.13854
O1 7.86166 2.69271 -3.14190
C2 8.05727 3.40496 -4.37763
C3 8.72321 2.40228 -5.37122
N1 9.98282 1.93241 -4.86852
C4 10.16864 0.49130 -5.25336
C5 11.64122 -0.01898 -4.83096
O2 12.16263 -0.77374 -5.85699
C6 13.43179 -1.33308 -5.56679
H1 7.03484 2.98951 -1.22128
H2 6.24921 3.61984 -2.45726
H3 7.94227 4.36954 -1.93918
H4 8.61791 4.33153 -4.25416
H5 7.09446 3.70519 -4.79111
H6 8.94178 2.83941 -6.34551
H7 8.11021 1.53295 -5.60911
H8 9.95061 2.12559 -3.87769
H9 10.05408 0.41200 -6.33442
H10 9.55911 -0.23818 -4.72003
H11 11.49799 -0.63604 -3.94394
H12 12.29301 0.83103 -4.62908
H13 13.76286 -1.95401 -6.39922
H14 13.37688 -2.07806 -4.77301
H15 14.27155 -0.65909 -5.39757
C7 -4.59285 -2.67405 1.75678
O3 -5.66317 -3.59404 1.59669
C8 -6.21225 -4.37799 2.70720
C9 -7.53161 -5.01885 2.12699
N2 -8.33608 -5.88413 3.07249
C10 -9.80964 -5.92116 2.75853
C11 -10.35092 -6.96582 3.74608
O4 -9.97408 -8.31464 3.34989
C12 -10.57628 -9.37677 4.07835
H16 -4.82770 -1.99546 0.93675
H17 -3.64286 -3.17286 1.56493
H18 -4.63171 -2.21745 2.74578
H19 -6.35117 -3.69186 3.54267
H20 -5.49756 -5.16673 2.94217
H21 -7.27321 -5.57301 1.22465
H22 -8.24511 -4.20061 2.02955
H23 -7.99777 -6.82935 3.18301
H24 -9.98760 -6.32380 1.76138
H25 -10.43094 -5.03033 2.85069
H26 -11.43647 -6.90632 3.66774
H27 -10.05583 -6.73530 4.76974
H28 -11.57231 -9.47549 3.64676
H29 -10.68374 -9.22012 5.15167
H30 -9.96017 -10.25608 3.89039
C13 4.01908 5.66220 2.37981
O5 4.46951 6.50506 1.28095
C14 5.62931 5.96240 0.52458
C15 5.76357 6.62389 -0.83064
N3 4.67362 6.18775 -1.73348
C16 4.83893 6.56203 -3.16861
C17 4.03916 7.83137 -3.46412
O6 2.63239 7.54032 -3.51971
C18 1.92239 8.24756 -4.49196
H31 2.96767 5.89446 2.54919
H32 4.55558 5.97482 3.27566
H33 4.17224 4.61405 2.12284
H34 5.39414 4.92366 0.29263
H35 6.56332 5.97997 1.08619
H36 6.74237 6.39983 -1.25472
H37 5.74107 7.70739 -0.71389
H38 3.72616 6.34584 -1.42132
H39 4.31146 5.82106 -3.76931
H40 5.87284 6.57333 -3.51356
H41 4.32179 8.24708 -4.43129
H42 4.19923 8.48797 -2.60893
H43 0.87836 8.00637 -4.29214
H44 2.13232 7.92359 -5.51131
H45 1.92505 9.33629 -4.43959
C19 0.71186 -6.03484 2.83520
O7 -0.42770 -6.77203 2.42647
C20 -0.97620 -7.61545 3.47034
C21 -2.23636 -8.09519 2.90951
N4 -2.00214 -8.93925 1.74920
C22 -3.19525 -9.05992 0.88613
C23 -2.95400 -10.21690 -0.10105
O8 -1.92346 -9.87548 -1.05096
C24 -1.29416 -10.98031 -1.51659
H46 0.50340 -5.36999 3.67343
H47 1.13592 -5.43139 2.03264
H48 1.50275 -6.71144 3.15894
H49 -1.18333 -7.07669 4.39497
H50 -0.24351 -8.35811 3.78611
H51 -2.77555 -7.19348 2.61917
H52 -2.81538 -8.64835 3.64900
H53 -1.23717 -8.53110 1.23118
H54 -3.20415 -8.08131 0.40619
H55 -4.10616 -9.25020 1.45370
H56 -3.91059 -10.37174 -0.60011
H57 -2.74695 -11.15446 0.41490
H58 -1.97744 -11.69659 -1.97285
H59 -0.63859 -11.44970 -0.78310
H60 -0.47530 -10.86566 -2.22681
C25 3.95088 2.41332 -0.55770
O9 2.86819 1.46970 -0.75453
C26 1.72482 2.07970 -1.36068
C27 0.48552 1.24887 -1.12001
N5 0.12506 1.25560 0.37484
C28 -1.11457 0.54293 0.58730
C29 -1.12892 0.30023 2.06855
O10 -0.02195 -0.52417 2.56678
C30 -0.15886 -1.90476 2.05932
H61 4.89962 1.88505 -0.46316
H62 3.79920 2.99225 0.35331
H63 4.09304 2.99645 -1.46756
H64 2.01720 2.08152 -2.41074
H65 1.59924 3.12990 -1.09721
H66 0.76216 0.24016 -1.42674
H67 -0.32901 1.73310 -1.65868
H68 0.88099 0.77528 0.84170
H69 -1.02986 -0.34885 -0.03371
H70 -1.98284 1.14747 0.32513
H71 -2.07436 -0.20097 2.27601
H72 -1.24101 1.21335 2.65315
H73 -1.15929 -2.23869 2.33449
H74 0.51659 -2.60034 2.55736
H75 -0.01747 -2.02660 0.98542
C31 -2.64712 1.72564 -3.97876
O11 -3.47640 2.81140 -3.65425
C32 -4.85728 2.55438 -3.51248
C33 -5.44150 3.96088 -3.47301
N6 -4.90173 4.80841 -2.35016
C34 -5.71583 5.94032 -1.91981
C35 -5.22327 6.51184 -0.51585
O12 -5.30680 5.57619 0.49949
C36 -6.65285 5.34558 0.98952
H76 -3.05257 1.32988 -4.90994
H77 -2.73759 0.96180 -3.20645
H78 -1.60449 2.03012 -4.06983
H79 -5.13742 2.18616 -2.52555
H80 -5.35918 1.96685 -4.28124
H81 -6.48315 3.68848 -3.30313
H82 -5.36866 4.44928 -4.44474
H83 -4.42884 4.37755 -1.56860
H84 -6.78248 5.73181 -1.83684
H85 -5.63272 6.74301 -2.65254
H86 -5.80130 7.43270 -0.43838
H87 -4.20675 6.88935 -0.62658
H88 -6.85288 6.10257 1.74785
H89 -6.65999 4.34783 1.42832
H90 -7.41390 5.35304 0.20924
C37 0.37706 4.05306 3.04333
O13 0.96740 3.68491 1.84130
H91 0.49433 5.12245 3.21868
H92 -0.65973 3.74575 3.18016
H93 0.91924 3.52327 3.82657
H94 0.74621 2.79195 1.56691
C38 0.01968 -0.99097 5.90618
O14 -0.02619 0.29605 5.26752
H95 -0.93605 -1.51095 5.97192
H96 0.69067 -1.63307 5.33558
H97 0.48622 -0.83506 6.87887
H98 -0.26791 0.08274 4.36327
C39 6.13060 -0.38698 0.02572
O15 6.98713 -1.48280 0.20391
H99 5.15620 -0.60046 0.46513
H100 6.53449 0.55603 0.39410
H101 5.99057 -0.28799 -1.05071
H102 7.22145 -1.56273 1.13143
C40 -5.32392 0.87124 3.92203
C41 -4.87547 2.15491 3.33028
O16 -3.74945 1.92643 2.42912
H103 -5.67302 0.16639 3.16743
H104 -6.13318 1.11234 4.61128
H105 -4.51933 0.43551 4.51438
H106 -4.48700 2.76348 4.14688
H107 -5.69876 2.52977 2.72218
H108 -3.54535 2.82277 2.15251

Löwdin atomic charge list, values in e, 2 entries: atom 1 (C): -0.10, atom 2 (O): -0.21

A molecular structure, C39H66AuN6SbSi4, computed with wB97M-V/def2-TZVPD.

Results
**LUMO level**: -8.29 eV
**HOMO-LUMO gap**: 4.43 eV
**Largest force on an atom**: 1.5 eV/Å
**Multiplicity**: 1
**Energy above the lowest of the compared OMol25 structures with the same formula, charge and spin**: 0.0 kJ/mol
**Charge**: +2

Atoms and positions in Å:
Au1 -0.39465 -0.47768 -0.40679
C1 3.41840 -3.22902 -0.49804
C2 2.59291 -2.12662 -0.67546
N1 1.55478 -1.91133 0.12076
C3 1.34412 -2.75703 1.13552
C4 2.20277 -3.84402 1.31398
N2 3.21067 -4.08422 0.49202
C5 0.22163 -2.45112 2.05010
C6 -0.22860 -3.32637 3.02691
C7 -1.24982 -2.93177 3.89495
C8 -1.76231 -1.64275 3.72593
C9 -1.31157 -0.85219 2.67912
N3 -0.33577 -1.25721 1.87228
C10 -1.89130 0.46883 2.34832
C11 -2.85958 1.10627 3.12879
N4 -3.37907 2.27467 2.79170
C12 -2.92828 2.85694 1.68951
C13 -1.95276 2.24962 0.91128
N5 -1.45590 1.06248 1.23120
C14 -1.78729 -3.84549 4.92751
C15 -1.14512 -5.03911 5.25841
C16 -1.70210 -5.86643 6.22272
N6 -2.82147 -5.57168 6.86596
C17 -3.44268 -4.44197 6.56402
C18 -2.97612 -3.55943 5.60057
H1 4.25242 -3.43482 -1.15631
H2 2.77053 -1.40157 -1.45963
H3 2.09409 -4.53134 2.14244
H4 0.18984 -4.31716 3.09639
H5 -2.51218 -1.26872 4.40255
H6 -3.22287 0.68179 4.05520
H7 -3.35471 3.81830 1.43429
H8 -1.56213 2.71670 0.01654
H9 -0.21690 -5.33920 4.79439
H10 -1.23059 -6.80354 6.49227
H11 -4.35318 -4.23282 7.11192
H12 -3.55878 -2.67630 5.38343
C19 -3.22358 -2.46210 0.15091
C20 -2.79214 -2.80677 -1.28290
C21 -1.81854 -3.98875 -1.18496
C22 -4.03537 -3.24074 -2.06731
Si1 -1.93353 -1.28712 -2.14919
C23 -0.84555 -1.76816 -3.69640
C24 -1.64263 -2.65158 -4.66485
C25 -0.36353 -0.51880 -4.44202
C26 0.41296 -2.53211 -3.26622
C27 -3.11630 0.21950 -2.52139
C28 -2.32843 1.52859 -2.69292
C29 -4.10546 0.41780 -1.36441
C30 -3.92446 -0.02464 -3.80336
H13 -3.64069 -3.35296 0.62589
H14 -3.98445 -1.68525 0.17942
H15 -2.37443 -2.13112 0.74939
H16 -2.27770 -4.78958 -0.60114
H17 -0.88772 -3.70320 -0.68696
H18 -1.58070 -4.40205 -2.16351
H19 -4.47036 -4.12360 -1.59286
H20 -3.80417 -3.50006 -3.09984
H21 -4.79884 -2.46308 -2.07001
H22 -2.57085 -2.18150 -4.98871
H23 -1.88368 -3.61623 -4.21919
H24 -1.04150 -2.84595 -5.55625
H25 -1.18270 0.00487 -4.93189
H26 0.33883 -0.81643 -5.22446
H27 0.15095 0.17392 -3.76982
H28 0.18008 -3.48876 -2.80389
H29 0.99180 -1.94368 -2.55644
H30 1.03655 -2.73393 -4.14033
H31 -1.65395 1.70255 -1.85435
H32 -3.03130 2.36317 -2.75803
H33 -1.73138 1.52285 -3.60192
H34 -3.59770 0.50162 -0.40229
H35 -4.82269 -0.39994 -1.30895
H36 -4.67869 1.33409 -1.52281
H37 -3.28901 -0.04979 -4.68731
H38 -4.63962 0.79051 -3.93679
H39 -4.49029 -0.95533 -3.75947
C31 1.14404 2.51192 -5.42789
Si2 1.24907 3.75826 -4.01946
C32 -0.34085 4.72145 -3.72232
C33 2.75149 4.88181 -4.16587
Sb1 1.67020 2.32826 -1.80736
Si3 4.12731 1.37094 -2.01989
C34 3.99066 0.14248 -3.45395
C35 5.39178 2.71108 -2.42472
C36 4.51859 0.59261 -0.34010
Si4 1.75896 3.89453 0.32199
C37 0.14709 4.88604 0.38287
C38 3.25985 5.01409 0.11445
C39 1.93146 2.69318 1.76629
H40 1.38548 2.99903 -6.37392
H41 0.14154 2.09500 -5.52178
H42 1.84235 1.68569 -5.29463
H43 -0.55569 5.35889 -4.58175
H44 -0.25577 5.37080 -2.85110
H45 -1.19568 4.06056 -3.57830
H46 2.62765 5.54883 -5.02115
H47 3.66649 4.31307 -4.32444
H48 2.88588 5.50367 -3.28122
H49 4.18142 0.66046 -4.39489
H50 3.00500 -0.31918 -3.52610
H51 4.73801 -0.64867 -3.36891
H52 5.37024 2.98055 -3.47979
H53 6.39680 2.34681 -2.20252
H54 5.24019 3.61990 -1.84417
H55 3.62829 0.23769 0.17869
H56 5.01408 1.31904 0.30480
H57 5.19994 -0.25268 -0.45240
H58 -0.40059 4.85384 -0.55917
H59 0.35450 5.93250 0.60767
H60 -0.51042 4.51377 1.16790
H61 3.11318 5.73557 -0.68923
H62 4.16329 4.44437 -0.09907
H63 3.43979 5.57735 1.03209
H64 1.17228 1.90986 1.72912
H65 1.82855 3.21876 2.71743
H66 2.91125 2.21485 1.76293

Löwdin atomic charge list, values in e, 2 entries: atom 1 (Au): 0.81, atom 2 (C): -0.07